Run a
Below is an isolated molecule of CH2FNO2, with properties calculated with ωB97M-V/def2-TZVPD.

Structure (ORCA input):
```
! RIJCOSX wB97M-V def2-TZVPD def2/J DEFGRID3
* xyz 0 1
N 0.1429 0.1790 -1.1593
O 0.5612 0.4580 0.1369
C -0.1679 -0.3669 1.1897
O 0.0069 -0.2519 2.3138
F -0.9396 -1.2446 0.5611
H 0.8993 0.3019 -1.7811
H -0.5027 0.9246 -1.2609
*
```

Its HOMO energy is -10.310 eV. The calculation puts the HOMO-LUMO gap at 11.075 eV.

=====

Run b
Below is a cluster of 2 separate species, CH2FNO2 in total, with properties calculated with ωB97M-V/def2-TZVPD.

Structure (ORCA input):
```
! RIJCOSX wB97M-V def2-TZVPD def2/J DEFGRID3
* xyz 0 1
C 0.3537 1.0280 0.0350
N 0.1274 -0.1869 0.6368
O -0.3982 1.9378 0.1558
O -0.5615 -1.5260 -0.8056
F -0.9985 -0.2182 1.3094
H 1.2774 1.1455 -0.4969
H 0.1997 -2.1802 -0.8345
*
```

Its HOMO energy (spin up / spin down) is -11.194 / -11.191 eV. The calculation puts the HOMO-LUMO gap (spin up / spin down) at 8.217 / 8.204 eV.

=====

Which of them is least stable? Easy: run b.

=====

Run a
Below is a structure of composition C5H6Si, with properties calculated with ωB97M-V/def2-TZVPD.

Structure (ORCA input):
```
! RIJCOSX wB97M-V def2-TZVPD def2/J DEFGRID3
* xyz 0 1
C 2.4367 -1.3720 -0.0053
C -2.2816 -1.4696 -0.4691
C 1.4920 -0.6771 0.2897
C -1.4061 -0.9221 0.1402
C 0.0035 1.6886 -0.2817
Si -0.1367 0.1641 0.7480
H 3.1735 -2.0091 -0.3854
H -3.1154 -1.9496 -0.9261
H 1.0224 2.1220 -0.3479
H -0.1139 1.3695 -1.2986
H -0.7211 2.4463 -0.0152
H -0.3533 0.6089 2.5514
*
```

Its HOMO energy is -10.144 eV. The calculation puts the HOMO-LUMO gap at 10.930 eV.

=====

Run b
Below is an isolated molecule of C5H6Si, with properties calculated with ωB97M-V/def2-TZVPD.

Structure (ORCA input):
```
! RIJCOSX wB97M-V def2-TZVPD def2/J DEFGRID3
* xyz 0 1
C 1.6938 0.6391 -0.1665
C 1.8073 -0.0503 0.9415
C 1.0227 -0.6542 -0.2285
Si -0.8260 -0.8962 -0.2162
C -1.9055 0.5601 -0.7914
C -1.8134 0.5346 0.5446
H 1.5634 1.5259 -0.5617
H 2.1339 -0.1544 1.9325
H 1.6842 -1.6661 -0.7824
H -1.1960 -2.4319 -0.4626
H -2.0627 1.2801 -1.4897
H -2.1018 1.3134 1.2803
*
```

Its HOMO energy is -8.846 eV. The calculation puts the HOMO-LUMO gap at 9.827 eV.

=====

Which of them is least stable? Easy: run b.